This record from OMol25 describes C8H18SSi as an isolated structure at a distorted geometry. The level of theory is wB97M-V/def2-TZVPD.

Computed properties:
Energy above the lowest of the compared OMol25 structures with the same formula, charge and spin: 34.78 kcal per mole
LUMO level: 0.029 Eh
Max |F|: 4.17 eV Å⁻¹
Kohn-Sham gap: 8.730 eV
E_tot: -27298.57807 eV
Net charge: 0

Element x y z (Å)
C (-2.12000, 2.42394, 1.62237)
C (-2.03972, 1.53087, 0.60296)
C (2.45940, -1.49869, -0.55393)
C (1.33595, 0.66374, 1.74528)
C (1.46330, 1.57906, -0.92851)
C (-1.74871, -2.24398, -2.34031)
C (-2.14928, 0.04381, 0.57844)
C (-0.51127, -0.64997, -0.26783)
Si (1.29941, -0.10174, 0.09107)
S (-0.66499, -0.74807, -2.03516)
H (-2.22349, 3.46851, 1.49903)
H (-2.33811, 2.08340, 2.63201)
H (-1.94163, 1.96688, -0.36666)
H (3.00184, -2.06853, 0.25650)
H (2.09495, -2.38342, -1.07948)
H (3.20715, -1.09651, -1.22595)
H (2.29717, 0.59086, 2.20462)
H (1.20543, 1.70258, 1.73836)
H (0.58388, 0.34381, 2.37422)
H (0.69827, 2.33653, -0.62790)
H (2.42319, 1.99294, -0.70472)
H (1.23990, 1.47461, -1.95419)
H (-2.45648, -2.20382, -1.53366)
H (-1.12308, -3.13602, -2.43001)
H (-2.25499, -2.10730, -3.31846)
H (-2.95556, -0.50558, 0.07346)
H (-1.98733, -0.31598, 1.59997)
H (-0.54384, -1.62540, 0.18349)

The computed natural (NBO) charges, all in e, follow: atom 1 (C): -0.4095, atom 2 (C): -0.1859, atom 3 (C): -1.1091, atom 4 (C): -1.1291, atom 5 (C): -1.0697, atom 6 (C): -0.7198, atom 7 (C): -0.3952, atom 8 (C): -0.8083, atom 9 (Si): 1.6152, atom 10 (S): 0.1962, atom 11 (H): 0.2016, atom 12 (H): 0.1815, atom 13 (H): 0.1902, atom 14 (H): 0.2397, atom 15 (H): 0.2572, atom 16 (H): 0.2471, atom 17 (H): 0.2385, atom 18 (H): 0.2558, atom 19 (H): 0.2382, atom 20 (H): 0.2329, atom 21 (H): 0.2198, atom 22 (H): 0.2276, atom 23 (H): 0.2145, atom 24 (H): 0.2165, atom 25 (H): 0.2267, atom 26 (H): 0.2208, atom 27 (H): 0.1950, atom 28 (H): 0.2116